--- one ---
Here is a 8-piece molecular cluster, C72H152N8O8 overall from the Open Molecules 2025 dataset. Energies are from ωB97M-V with the def2-TZVPD basis set.

Geometry as ORCA input:
```
! RIJCOSX wB97M-V def2-TZVPD def2/J DEFGRID3
* xyz 0 1
C -5.71 20.48 10.52
C -6.57 19.28 10.97
C -7.88 19.76 11.55
C -6.76 18.45 9.70
C -7.27 17.06 9.98
C -6.34 16.35 10.98
C -6.10 17.09 12.28
C -7.33 16.94 13.19
C -4.88 16.53 13.00
N -5.79 18.49 11.94
O -5.56 19.21 13.13
H -6.07 20.83 9.55
H -5.62 21.18 11.35
H -4.68 20.14 10.37
H -8.58 18.93 11.72
H -7.75 20.19 12.55
H -8.44 20.58 11.09
H -7.48 18.98 9.06
H -5.85 18.35 9.10
H -8.29 17.03 10.37
H -7.22 16.41 9.10
H -5.39 16.15 10.47
H -6.77 15.35 11.07
H -7.16 16.20 13.98
H -8.25 16.72 12.64
H -7.48 17.85 13.78
H -5.06 15.45 13.15
H -4.84 16.87 14.03
H -3.94 16.57 12.44
H -4.62 19.44 13.10
C -0.74 15.53 11.52
C -1.40 14.27 10.95
C -2.75 14.69 10.34
C -0.56 13.73 9.80
C -0.88 12.29 9.47
C -0.73 11.45 10.73
C -1.70 11.89 11.83
C -3.11 11.43 11.45
C -1.31 11.12 13.09
N -1.55 13.32 12.04
O -2.49 13.81 12.97
H 0.29 15.25 11.76
H -0.67 16.40 10.87
H -1.14 15.84 12.49
H -3.28 13.80 10.01
H -3.46 15.15 11.03
H -2.68 15.39 9.50
H -0.75 14.32 8.89
H 0.52 13.87 9.90
H -1.84 12.19 8.95
H -0.28 11.81 8.69
H 0.29 11.63 11.09
H -0.85 10.39 10.50
H -3.23 10.35 11.33
H -3.54 11.95 10.60
H -3.82 11.63 12.26
H -2.16 10.90 13.76
H -0.52 11.58 13.69
H -0.89 10.14 12.83
H -1.99 13.93 13.78
C -0.06 20.90 12.30
C -1.20 20.01 12.85
C -1.79 19.19 11.71
C -0.59 19.00 13.85
C -0.36 19.55 15.24
C -1.62 20.30 15.70
C -2.11 21.42 14.79
C -3.47 21.83 15.29
C -1.11 22.57 14.79
N -2.28 20.71 13.51
O -3.01 21.51 12.58
H 0.70 21.14 13.04
H 0.33 20.53 11.36
H -0.48 21.88 12.03
H -2.49 19.72 11.06
H -1.00 18.78 11.08
H -2.32 18.29 12.03
H -1.25 18.13 13.88
H 0.34 18.67 13.36
H -0.25 18.73 15.95
H 0.47 20.25 15.32
H -1.44 20.59 16.75
H -2.44 19.60 15.86
H -3.49 22.23 16.31
H -4.22 21.04 15.20
H -3.95 22.67 14.75
H -0.07 22.29 14.66
H -1.16 23.02 15.79
H -1.30 23.38 14.09
H -3.93 21.26 12.74
C 5.93 19.34 11.52
C 5.79 18.53 12.81
C 7.12 18.30 13.53
C 4.88 19.34 13.74
C 4.18 18.59 14.86
C 3.46 17.37 14.33
C 4.27 16.48 13.38
C 5.15 15.50 14.21
C 3.30 15.68 12.51
N 5.07 17.29 12.46
O 5.91 16.42 11.72
H 6.09 20.38 11.84
H 6.80 19.07 10.93
H 5.04 19.34 10.89
H 7.02 17.56 14.32
H 7.90 17.96 12.84
H 7.48 19.21 14.00
H 5.42 20.19 14.17
H 4.12 19.85 13.13
H 4.84 18.34 15.69
H 3.40 19.26 15.24
H 2.47 17.60 13.91
H 3.16 16.77 15.19
H 4.98 15.53 15.29
H 6.22 15.67 14.09
H 4.94 14.47 13.92
H 3.76 14.76 12.14
H 2.91 16.27 11.68
H 2.48 15.31 13.14
H 5.64 16.53 10.80
C 3.03 12.57 10.12
C 3.76 11.22 10.17
C 2.70 10.21 10.64
C 4.17 10.78 8.76
C 5.60 11.16 8.32
C 6.57 10.93 9.47
C 6.19 11.64 10.78
C 7.19 11.17 11.81
C 6.38 13.15 10.49
N 4.86 11.19 11.14
O 4.44 11.71 12.38
H 2.23 12.48 9.39
H 2.64 12.98 11.05
H 3.67 13.36 9.71
H 3.19 9.24 10.81
H 2.35 10.43 11.66
H 1.87 10.14 9.95
H 4.02 9.72 8.58
H 3.49 11.30 8.08
H 5.84 10.46 7.51
H 5.62 12.13 7.82
H 7.58 11.19 9.16
H 6.59 9.85 9.66
H 8.19 11.23 11.36
H 7.06 10.15 12.16
H 7.27 11.81 12.69
H 5.94 13.40 9.53
H 7.45 13.29 10.27
H 6.18 13.83 11.32
H 4.64 12.66 12.38
C 1.43 12.42 6.46
C 0.96 12.60 5.00
C -0.56 12.86 5.00
C 1.60 13.89 4.46
C 3.05 13.61 4.03
C 3.13 12.38 3.12
C 2.53 11.08 3.66
C 2.40 10.16 2.46
C 3.41 10.46 4.76
N 1.19 11.48 4.09
O 0.42 10.36 4.50
H 0.97 13.25 7.00
H 1.12 11.49 6.93
H 2.50 12.56 6.55
H -0.77 13.69 5.67
H -0.89 13.13 4.00
H -1.20 12.01 5.26
H 1.09 14.31 3.60
H 1.72 14.58 5.29
H 3.46 14.43 3.44
H 3.70 13.53 4.91
H 4.16 12.18 2.83
H 2.62 12.70 2.21
H 3.24 10.15 1.77
H 1.60 10.51 1.80
H 2.14 9.15 2.80
H 2.85 9.67 5.27
H 3.64 11.26 5.45
H 4.25 9.94 4.31
H 0.86 10.00 5.28
C -4.81 12.35 7.96
C -5.85 12.78 6.92
C -5.53 14.24 6.57
C -5.77 11.95 5.65
C -6.43 10.57 5.75
C -7.87 10.71 6.24
C -7.96 11.48 7.56
C -9.40 11.78 7.90
C -7.44 10.53 8.69
N -7.20 12.71 7.42
O -7.49 13.63 8.46
H -3.79 12.57 7.62
H -4.90 12.87 8.91
H -4.84 11.27 8.13
H -4.56 14.37 6.10
H -6.28 14.61 5.85
H -5.60 14.86 7.46
H -6.37 12.44 4.87
H -4.75 11.89 5.27
H -6.42 10.14 4.75
H -5.84 9.93 6.41
H -8.30 9.71 6.36
H -8.46 11.21 5.46
H -9.89 12.45 7.19
H -9.47 12.23 8.89
H -9.97 10.85 7.98
H -6.42 10.20 8.53
H -8.15 9.71 8.76
H -7.57 11.14 9.58
H -7.75 14.44 8.00
C -6.91 9.63 15.64
C -6.49 9.57 14.15
C -5.08 8.94 14.10
C -7.46 8.60 13.49
C -8.76 9.27 13.07
C -8.45 10.50 12.24
C -7.59 11.53 12.97
C -7.12 12.56 11.95
C -8.48 12.24 14.05
N -6.42 10.88 13.53
O -5.58 11.79 14.18
H -6.28 10.31 16.24
H -7.92 9.98 15.82
H -6.78 8.66 16.11
H -4.37 9.44 14.76
H -5.19 7.87 14.27
H -4.67 9.11 13.10
H -7.04 8.09 12.61
H -7.63 7.77 14.18
H -9.42 8.57 12.55
H -9.34 9.50 13.98
H -9.30 11.00 11.80
H -7.84 10.07 11.43
H -6.42 12.06 11.27
H -6.48 13.29 12.45
H -7.91 13.06 11.39
H -9.53 12.02 13.87
H -8.30 13.31 14.00
H -8.24 11.89 15.05
H -5.85 11.76 15.11
*
```

Lowest unoccupied orbital energy (eV): 0.4308
HOMO energy (eV): -8.0

***

--- two ---
Here is a 8-piece molecular cluster, C72H152N8O8 overall from the Open Molecules 2025 dataset. Energies are from ωB97M-V with the def2-TZVPD basis set.

Geometry as ORCA input:
```
! RIJCOSX wB97M-V def2-TZVPD def2/J DEFGRID3
* xyz 0 1
C 3.46 -22.30 7.33
C 2.63 -21.47 8.33
C 2.68 -22.07 9.75
C 3.31 -20.09 8.22
C 2.44 -18.99 8.85
C 1.01 -19.00 8.21
C 0.30 -20.33 8.26
C -0.25 -20.54 9.70
C -0.85 -20.35 7.28
N 1.26 -21.38 7.85
O 0.61 -22.63 7.89
H 4.51 -22.03 7.45
H 3.11 -23.33 7.38
H 3.19 -22.03 6.30
H 2.24 -21.40 10.48
H 2.06 -22.97 9.87
H 3.55 -22.52 10.24
H 4.27 -20.12 8.74
H 3.55 -19.75 7.21
H 2.32 -19.07 9.93
H 2.78 -17.98 8.61
H 1.11 -18.65 7.17
H 0.55 -18.13 8.69
H -1.33 -20.36 9.75
H 0.29 -19.97 10.45
H -0.21 -21.60 9.95
H -1.51 -19.51 7.53
H -1.54 -21.16 7.52
H -0.62 -20.18 6.23
H 0.58 -22.93 6.97
C -1.11 -19.16 2.82
C -1.19 -17.74 3.36
C -0.16 -17.68 4.53
C -0.70 -16.73 2.32
C -1.10 -15.30 2.63
C -2.61 -15.26 2.78
C -3.10 -16.13 3.95
C -2.72 -15.40 5.24
C -4.63 -16.13 3.88
N -2.59 -17.49 3.81
O -2.88 -18.33 4.89
H -1.69 -19.14 1.88
H -0.13 -19.56 2.57
H -1.66 -19.90 3.40
H -0.29 -16.70 5.00
H -0.27 -18.33 5.39
H 0.89 -17.81 4.26
H 0.40 -16.71 2.26
H -0.92 -16.97 1.27
H -0.51 -14.87 3.44
H -0.85 -14.51 1.92
H -3.00 -15.67 1.85
H -2.92 -14.22 2.89
H -3.15 -14.41 5.37
H -1.65 -15.40 5.44
H -3.14 -15.89 6.13
H -5.13 -16.18 4.84
H -5.10 -16.87 3.23
H -4.99 -15.19 3.43
H -3.60 -18.90 4.58
C 1.02 -24.16 2.11
C 0.33 -23.62 3.39
C 0.93 -22.25 3.74
C -1.17 -23.38 3.07
C -2.06 -24.63 3.15
C -1.72 -25.37 4.47
C -0.24 -25.77 4.71
C -0.14 -26.20 6.15
C 0.16 -26.83 3.72
N 0.41 -24.45 4.58
O 1.74 -24.52 5.08
H 0.40 -24.85 1.53
H 1.51 -23.38 1.54
H 1.86 -24.80 2.41
H 1.89 -22.25 4.26
H 1.03 -21.63 2.85
H 0.30 -21.60 4.35
H -1.51 -22.60 3.75
H -1.13 -22.94 2.07
H -3.11 -24.34 3.25
H -1.94 -25.37 2.36
H -2.49 -26.16 4.55
H -2.05 -24.79 5.34
H -0.72 -27.08 6.44
H -0.34 -25.41 6.88
H 0.82 -26.57 6.52
H -0.12 -26.67 2.68
H -0.41 -27.72 4.01
H 1.20 -27.14 3.67
H 1.66 -24.32 6.01
C -0.41 -22.99 -3.73
C -1.90 -23.00 -3.35
C -2.90 -23.35 -4.47
C -2.07 -24.10 -2.28
C -3.25 -24.02 -1.34
C -3.33 -22.61 -0.70
C -3.20 -21.44 -1.68
C -4.57 -21.16 -2.32
C -2.71 -20.21 -0.91
N -2.15 -21.70 -2.71
O -2.18 -20.66 -3.66
H -0.19 -24.06 -3.80
H -0.20 -22.56 -4.71
H 0.30 -22.57 -3.02
H -3.93 -23.15 -4.19
H -2.67 -22.79 -5.38
H -2.87 -24.41 -4.73
H -2.07 -25.10 -2.72
H -1.14 -24.12 -1.69
H -4.19 -24.32 -1.79
H -3.02 -24.70 -0.52
H -2.69 -22.46 0.17
H -4.30 -22.56 -0.19
H -5.42 -21.72 -1.92
H -4.63 -21.35 -3.39
H -4.84 -20.12 -2.14
H -3.01 -19.28 -1.40
H -1.63 -20.22 -0.74
H -3.25 -20.15 0.04
H -1.32 -20.23 -3.59
C -2.53 -16.26 -1.08
C -3.36 -15.19 -1.87
C -4.08 -14.39 -0.77
C -2.46 -14.17 -2.59
C -2.12 -14.48 -4.08
C -3.37 -14.95 -4.76
C -4.07 -16.16 -4.09
C -5.39 -16.36 -4.87
C -3.05 -17.31 -4.34
N -4.39 -15.79 -2.74
O -5.11 -16.76 -2.04
H -1.82 -15.69 -0.47
H -3.00 -17.03 -0.47
H -1.89 -16.84 -1.75
H -4.80 -13.71 -1.24
H -4.80 -14.99 -0.20
H -3.37 -13.89 -0.11
H -2.79 -13.13 -2.52
H -1.51 -14.20 -2.05
H -1.83 -13.51 -4.49
H -1.20 -15.05 -4.17
H -3.14 -15.14 -5.82
H -4.07 -14.11 -4.77
H -5.14 -16.31 -5.93
H -6.21 -15.66 -4.72
H -5.83 -17.36 -4.79
H -2.05 -16.95 -4.12
H -2.98 -17.42 -5.43
H -3.33 -18.30 -3.98
H -4.69 -17.63 -2.20
C 0.98 -13.98 -0.26
C 2.39 -13.35 -0.11
C 2.86 -13.50 1.35
C 3.37 -14.21 -0.91
C 3.27 -13.80 -2.41
C 3.39 -12.30 -2.58
C 2.41 -11.39 -1.82
C 3.05 -10.00 -1.91
C 0.96 -11.42 -2.39
N 2.54 -11.91 -0.44
O 1.84 -11.12 0.49
H 1.09 -14.94 0.24
H 0.16 -13.42 0.19
H 0.76 -14.20 -1.30
H 2.77 -14.56 1.61
H 3.91 -13.22 1.46
H 2.40 -12.90 2.13
H 4.42 -14.11 -0.65
H 2.97 -15.23 -0.95
H 4.08 -14.21 -3.01
H 2.35 -14.22 -2.85
H 3.31 -12.03 -3.64
H 4.44 -12.14 -2.32
H 3.48 -9.66 -2.86
H 3.96 -9.93 -1.32
H 2.32 -9.29 -1.51
H 0.28 -10.95 -1.68
H 0.78 -12.49 -2.47
H 0.90 -10.79 -3.27
H 0.90 -11.21 0.25
C 1.04 -14.14 6.15
C 2.37 -13.86 6.90
C 3.35 -14.93 6.43
C 2.96 -12.48 6.57
C 2.28 -11.31 7.34
C 2.26 -11.59 8.85
C 1.60 -12.94 9.17
C 1.75 -13.29 10.66
C 0.06 -12.71 8.94
N 2.19 -13.97 8.35
O 1.91 -15.26 8.83
H 1.19 -14.23 5.07
H 0.53 -15.08 6.39
H 0.36 -13.30 6.28
H 3.62 -14.89 5.38
H 4.29 -14.79 6.98
H 2.94 -15.90 6.69
H 3.98 -12.41 6.97
H 3.03 -12.30 5.50
H 2.89 -10.43 7.13
H 1.28 -11.18 6.94
H 1.72 -10.78 9.33
H 3.29 -11.55 9.24
H 2.78 -13.47 10.98
H 1.17 -14.17 10.90
H 1.30 -12.51 11.28
H -0.17 -12.41 7.92
H -0.26 -12.00 9.70
H -0.32 -13.69 9.24
H 2.77 -15.68 8.94
C -6.27 -15.50 10.08
C -5.17 -14.75 9.28
C -5.74 -14.31 7.94
C -4.92 -13.45 10.11
C -3.94 -13.73 11.25
C -2.68 -14.42 10.70
C -2.94 -15.74 10.00
C -1.65 -16.15 9.26
C -3.30 -16.78 11.12
N -4.01 -15.59 9.00
O -4.26 -16.78 8.30
H -6.58 -16.45 9.61
H -6.02 -15.81 11.09
H -7.20 -14.92 10.10
H -6.18 -15.12 7.38
H -6.38 -13.46 8.17
H -4.90 -14.01 7.30
H -4.56 -12.60 9.53
H -5.88 -13.07 10.46
H -3.73 -12.81 11.80
H -4.46 -14.33 12.00
H -1.86 -14.56 11.41
H -2.37 -13.68 9.96
H -1.53 -15.44 8.43
H -1.87 -17.08 8.73
H -0.74 -16.22 9.84
H -3.03 -16.37 12.09
H -2.73 -17.68 10.88
H -4.36 -17.01 11.13
H -5.00 -17.18 8.80
*
```

Lowest unoccupied orbital energy (eV): 0.4260
HOMO energy (eV): -7.9

***

--- three ---
Here is a 8-piece molecular cluster, C72H152N8O8 overall from the Open Molecules 2025 dataset. Energies are from ωB97M-V with the def2-TZVPD basis set.

Geometry as ORCA input:
```
! RIJCOSX wB97M-V def2-TZVPD def2/J DEFGRID3
* xyz 0 1
C 9.13 0.60 -2.40
C 8.05 1.08 -3.49
C 8.80 2.02 -4.44
C 7.69 -0.34 -4.26
C 6.49 -0.30 -5.23
C 5.27 0.24 -4.31
C 5.61 1.64 -3.65
C 5.67 2.78 -4.66
C 4.38 1.88 -2.74
N 6.79 1.56 -2.82
O 7.05 2.68 -2.10
H 8.95 -0.39 -1.98
H 10.15 0.77 -2.71
H 8.99 1.29 -1.57
H 8.28 2.30 -5.37
H 8.81 3.03 -4.04
H 9.82 1.75 -4.70
H 8.52 -0.48 -4.95
H 7.63 -1.21 -3.62
H 6.71 0.18 -6.19
H 6.17 -1.30 -5.54
H 4.94 -0.53 -3.62
H 4.35 0.26 -4.89
H 5.44 2.41 -5.66
H 6.53 3.45 -4.58
H 4.80 3.44 -4.52
H 4.22 2.95 -2.62
H 4.39 1.54 -1.71
H 3.46 1.40 -3.05
H 6.85 2.38 -1.21
C 7.09 4.31 1.27
C 6.64 3.68 2.57
C 7.66 2.85 3.23
C 6.27 4.82 3.56
C 5.05 5.50 3.16
C 3.87 4.57 3.27
C 4.02 3.32 2.28
C 3.13 2.24 2.75
C 3.54 3.82 0.90
N 5.42 2.79 2.37
O 5.64 1.74 1.45
H 7.43 3.58 0.54
H 6.32 4.92 0.79
H 7.99 4.90 1.48
H 7.22 2.34 4.08
H 8.17 2.09 2.63
H 8.41 3.57 3.56
H 6.00 4.36 4.51
H 7.09 5.54 3.56
H 4.95 6.36 3.81
H 5.05 5.93 2.16
H 3.07 5.26 3.00
H 3.59 4.16 4.24
H 3.19 1.53 1.93
H 2.10 2.51 2.97
H 3.50 1.78 3.67
H 4.14 4.63 0.49
H 2.49 4.10 0.87
H 3.54 3.06 0.13
H 5.77 1.01 2.06
C 0.32 -8.11 4.60
C -0.51 -9.23 3.86
C 0.18 -10.59 4.23
C -2.01 -9.48 4.30
C -2.99 -8.40 3.81
C -2.96 -8.41 2.33
C -1.55 -8.09 1.79
C -1.61 -8.32 0.27
C -1.38 -6.54 1.98
N -0.48 -8.99 2.42
O 0.78 -8.75 1.82
H -0.12 -7.12 4.56
H 0.25 -8.37 5.66
H 1.38 -7.96 4.43
H 0.15 -10.73 5.31
H -0.33 -11.50 3.93
H 1.19 -10.86 3.91
H -2.35 -10.48 4.05
H -2.10 -9.52 5.38
H -4.00 -8.68 4.11
H -2.76 -7.43 4.26
H -3.67 -7.59 2.31
H -3.29 -9.34 1.86
H -2.25 -7.54 -0.13
H -2.00 -9.31 0.02
H -0.64 -8.25 -0.23
H -0.43 -6.22 1.55
H -1.43 -6.28 3.04
H -2.11 -5.86 1.54
H 0.68 -9.32 1.05
C 0.73 4.92 -3.71
C 0.50 4.13 -5.02
C 0.75 2.61 -4.66
C -0.90 4.37 -5.69
C -1.00 5.67 -6.52
C 0.10 5.87 -7.53
C 1.49 5.67 -6.84
C 2.40 5.33 -8.10
C 1.92 7.01 -6.03
N 1.57 4.44 -6.08
O 2.88 4.33 -5.57
H 0.55 5.99 -3.79
H 0.06 4.59 -2.91
H 1.70 4.84 -3.23
H 1.73 2.18 -4.48
H -0.07 2.37 -3.98
H 0.61 2.01 -5.56
H -1.13 3.53 -6.34
H -1.64 4.42 -4.89
H -1.92 5.86 -7.08
H -0.92 6.44 -5.74
H -0.08 6.83 -8.02
H -0.05 5.18 -8.36
H 2.35 4.35 -8.57
H 3.43 5.37 -7.76
H 2.23 5.96 -8.98
H 1.21 7.83 -6.13
H 2.85 7.41 -6.43
H 2.13 6.70 -5.00
H 3.11 3.43 -5.84
C -6.79 6.41 -2.30
C -5.69 5.70 -3.30
C -5.74 6.02 -4.79
C -4.27 6.28 -2.75
C -3.04 5.46 -3.22
C -3.20 4.00 -2.85
C -4.48 3.42 -3.44
C -4.36 2.89 -4.92
C -4.69 2.14 -2.57
N -5.77 4.22 -3.18
O -7.02 3.57 -3.60
H -6.77 7.49 -2.46
H -7.82 6.11 -2.49
H -6.70 6.12 -1.26
H -5.08 5.43 -5.42
H -6.75 5.81 -5.15
H -5.61 7.08 -5.03
H -4.23 7.36 -2.92
H -4.24 6.18 -1.67
H -2.95 5.63 -4.29
H -2.13 5.91 -2.83
H -3.15 4.08 -1.76
H -2.27 3.45 -2.99
H -3.95 3.72 -5.50
H -5.23 2.36 -5.31
H -3.60 2.11 -5.00
H -5.11 2.24 -1.56
H -3.74 1.65 -2.36
H -5.42 1.44 -2.95
H -7.21 3.09 -2.78
C -5.95 -3.48 3.35
C -7.53 -3.74 3.45
C -7.77 -4.64 4.65
C -8.25 -2.40 3.78
C -8.36 -1.31 2.74
C -9.06 -1.93 1.45
C -8.33 -3.28 0.91
C -9.43 -4.00 0.11
C -7.18 -3.07 -0.02
N -8.02 -4.18 2.06
O -7.96 -5.56 1.97
H -5.71 -2.78 2.55
H -5.57 -3.06 4.28
H -5.50 -4.40 2.97
H -7.36 -4.30 5.61
H -8.78 -4.88 4.97
H -7.45 -5.67 4.56
H -9.23 -2.74 4.12
H -7.77 -2.06 4.70
H -8.87 -0.41 3.06
H -7.39 -0.96 2.39
H -9.01 -1.10 0.74
H -10.15 -2.02 1.43
H -8.99 -4.86 -0.40
H -9.89 -3.35 -0.63
H -10.24 -4.40 0.74
H -6.52 -2.64 0.74
H -7.39 -2.45 -0.89
H -6.72 -4.00 -0.34
H -8.80 -5.84 2.32
C 3.46 -2.00 7.82
C 2.82 -1.78 6.44
C 1.74 -0.72 6.52
C 3.96 -1.29 5.52
C 3.71 -1.13 4.02
C 3.25 -2.58 3.51
C 2.09 -3.16 4.42
C 0.75 -2.49 3.95
C 1.95 -4.67 4.08
N 2.43 -3.06 5.77
O 1.53 -3.83 6.56
H 4.14 -2.86 7.86
H 4.07 -1.13 8.09
H 2.76 -2.19 8.63
H 2.04 0.05 7.22
H 1.48 -0.20 5.60
H 0.85 -1.19 6.94
H 4.30 -0.28 5.74
H 4.88 -1.84 5.73
H 2.91 -0.42 3.82
H 4.61 -0.78 3.51
H 4.12 -3.23 3.52
H 3.03 -2.68 2.45
H 0.42 -2.75 2.95
H 0.89 -1.42 3.82
H -0.12 -2.55 4.61
H 2.85 -5.21 4.38
H 1.67 -4.94 3.06
H 1.11 -5.07 4.63
H 2.03 -4.11 7.34
C -0.92 2.04 -0.28
C -0.40 0.59 0.00
C 1.09 0.45 -0.75
C -0.32 0.33 1.58
C -1.66 -0.05 2.22
C -2.14 -1.41 1.62
C -2.41 -1.25 0.03
C -2.21 -2.75 -0.45
C -3.81 -0.72 -0.34
N -1.31 -0.41 -0.66
O -1.44 -0.24 -2.04
H -1.78 2.29 0.35
H -0.19 2.78 0.05
H -1.15 2.25 -1.32
H 1.55 -0.53 -0.73
H 0.85 0.71 -1.78
H 1.85 1.17 -0.47
H 0.43 -0.45 1.70
H 0.15 1.22 2.00
H -1.44 -0.09 3.29
H -2.39 0.74 2.03
H -3.09 -1.32 2.14
H -1.50 -2.22 1.94
H -2.70 -3.49 0.20
H -1.22 -3.19 -0.33
H -2.50 -2.95 -1.48
H -4.45 -1.09 0.46
H -4.32 -0.79 -1.30
H -3.80 0.37 -0.26
H -1.14 -1.05 -2.44
*
```

Lowest unoccupied orbital energy (eV): 0.4581
HOMO energy (eV): -7.7

***

Which of them is least stable? Easy: three.